# C18H29GeN3O10Rh

A molecular structure, C18H29GeN3O10Rh in a non-equilibrium geometry (wB97M-V/def2-TZVPD, the OMol25 dataset).

```
! RIJCOSX wB97M-V def2-TZVPD def2/J DEFGRID3
* xyz 2 2
Rh 0.36567 -0.03391 0.12767
Ge -1.59482 0.41171 2.20463
O 2.47700 -4.12358 -0.60740
O 1.43422 -2.39392 -6.64202
O 0.07617 1.05908 -1.80009
O -0.41844 1.85566 1.20880
O 2.04820 -0.26174 -0.89967
O -1.51999 -0.21944 0.44663
O 1.20727 -2.53047 0.12311
O 2.01460 -4.21989 -5.63304
O 0.04761 -0.51111 2.03457
O 0.55151 1.67855 -3.80038
N 1.68960 -3.05731 -5.66539
N 0.63863 0.89315 -2.91566
N 1.91596 -3.07980 -0.73238
C -3.58376 -1.44946 0.36618
C 1.13024 -0.63103 3.07552
C -0.41357 3.23879 1.14909
C 0.35865 3.67248 2.49087
C 1.69919 -2.33569 -4.36367
C 2.33618 0.13756 2.57538
C -3.20998 0.52113 -1.15343
C 1.30662 -1.00570 -4.35377
C 0.33958 3.74587 -0.06344
C 1.42768 -2.09704 3.26348
C 1.97364 -3.06709 -3.21392
C 1.95922 -2.37530 -2.02628
C 1.79598 -0.99399 -1.96844
C 1.31899 -0.38658 -3.12537
C -1.84746 3.78580 1.25057
C -2.59592 -0.69266 -0.49929
C -1.94273 -1.62087 -1.50264
C 0.57018 -0.01653 4.34740
H 0.46517 4.82531 0.00224
H -2.33635 3.47581 2.17384
H 2.09971 1.18352 2.37110
H 0.32865 1.04365 4.22198
H -1.80370 4.87375 1.23130
H 0.97139 -0.51743 -5.25991
H -2.45830 1.11138 -1.67987
H 2.74408 -0.31848 1.66751
H -3.10505 -2.27171 0.90013
H 1.31153 -0.08421 5.14246
H -0.15052 3.28788 3.37075
H -0.32338 -0.54685 4.68546
H -0.22116 3.51221 -0.96853
H 1.38437 3.31728 2.44727
H -4.07106 -0.79221 1.09079
H -1.23923 -1.07945 -2.13765
H -3.70228 1.16022 -0.41694
H 2.26030 -2.21022 3.95794
H 3.12707 0.11949 3.32390
H -2.70818 -2.04546 -2.15020
H -3.96581 0.21652 -1.87705
H 1.32844 3.28858 -0.12790
H 1.69861 -2.57413 2.32624
H -2.42445 3.43849 0.39224
H 0.56845 -2.62629 3.67758
H -1.42532 -2.44354 -1.00387
H -4.36641 -1.86626 -0.26711
H 0.31726 4.76125 2.47109
H 2.14025 -4.13575 -3.26240
*
```

Summary:
F_max: 4.17 eV Å⁻¹
Frontier orbital gap (alpha / beta): 5.9 / 4.8 eV
HOMO level (alpha / beta): -16.0 / -15.8 eV